--- 1 ---
Computed, not measured: the molecule C3H6N2O, with the ωB97M-V functional and the def2-TZVPD basis.

Atoms and positions in Å:
O1 -0.727 -0.483 -1.405
N1 1.368 -0.736 0.264
N2 1.098 1.494 0.961
C1 -1.400 -0.791 -0.220
C2 0.718 0.497 0.293
C3 -0.614 0.474 -0.315
H1 1.470 -1.128 -0.697
H2 -2.480 -0.828 -0.298
H3 0.354 2.143 0.767
H4 2.360 -0.553 0.580
H5 -1.128 -1.577 0.608
H6 -1.020 1.488 -0.538

Computed properties:
Frontier orbital gap, Eh: 0.3989
Total charge: 0
HOMO level, eV: -9.84

***

--- 2 ---
Computed, not measured: the molecule C3H6N2O, with the ωB97M-V functional and the def2-TZVPD basis.

Atoms and positions in Å:
O1 1.245 -0.606 1.014
N1 -1.372 -0.568 0.657
N2 2.444 0.567 -1.913
C1 -0.607 0.100 -0.390
C2 0.818 0.407 0.153
C3 1.752 0.503 -0.988
H1 0.406 -0.962 1.374
H2 -0.514 -0.575 -1.245
H3 -2.003 0.060 1.140
H4 -1.915 -1.337 0.286
H5 0.816 1.385 0.661
H6 -1.068 1.028 -0.749

Computed properties:
Frontier orbital gap, Eh: 0.4088
Total charge: 0
HOMO level, eV: -10.55

***

--- 3 ---
Computed, not measured: the molecule C3H6N2O, with the ωB97M-V functional and the def2-TZVPD basis.

Atoms and positions in Å:
O1 2.698 -0.529 0.000
N1 -0.726 -1.020 0.051
N2 -1.976 -0.439 -0.101
C1 0.364 1.232 -0.023
C2 0.295 -0.263 0.000
C3 1.607 -1.040 -0.004
H1 -2.731 -1.105 -0.054
H2 1.409 1.528 0.004
H3 -0.154 1.656 0.839
H4 1.467 -2.137 -0.034
H5 -0.092 1.623 -0.933
H6 -2.161 0.494 0.256

Computed properties:
Frontier orbital gap, Eh: 0.3661
Total charge: 0
HOMO level, eV: -9.32

***

--- 4 ---
Computed, not measured: a cluster of 2 separate species, C3H6N2O in total, with the ωB97M-V functional and the def2-TZVPD basis.

Atoms and positions in Å:
O1 1.876 0.027 0.387
N1 -1.150 1.063 -1.954
N2 0.141 -0.987 -1.657
C1 -0.365 0.119 1.315
C2 0.998 -0.476 1.047
C3 -0.428 0.091 -1.775
H1 -1.218 1.791 -1.256
H2 -1.061 -0.665 1.622
H3 -0.252 0.833 2.137
H4 -0.799 0.663 0.477
H5 1.113 -1.047 -1.936
H6 1.173 -1.432 1.581

Computed properties:
Frontier orbital gap, Eh: 0.4048
Total charge: 0
HOMO level, eV: -10.07

***

Relative energies, in eV, with the most stable structure set to zero: 1 1.188; 2 0.000; 3 0.642; 4 0.555.

***

--- 1 ---
Computed, not measured: the molecule C3H6N2O, with the ωB97M-V functional and the def2-TZVPD basis.

Atoms and positions in Å:
O1 -2.132 -0.554 0.339
N1 1.294 1.534 0.511
N2 1.502 -0.558 -0.872
C1 1.159 0.290 -0.004
C2 -1.102 -0.739 -0.620
C3 0.280 -0.835 0.007
H1 -1.343 -1.690 -1.103
H2 -1.134 0.053 -1.389
H3 1.884 2.203 0.035
H4 1.295 1.512 1.522
H5 -2.058 0.323 0.736
H6 0.353 -1.538 0.838

Computed properties:
Frontier orbital gap, Eh: 0.3748
Total charge: 0
HOMO level, eV: -9.51

***

--- 2 ---
Computed, not measured: a structure of composition C3H6N2O, with the ωB97M-V functional and the def2-TZVPD basis.

Atoms and positions in Å:
O1 -1.664 0.045 -0.202
N1 -0.578 1.843 0.928
N2 1.577 -0.267 0.382
C1 -0.622 0.864 0.146
C2 0.473 0.050 -0.505
C3 -0.741 -0.952 -0.718
H1 -0.708 -1.796 -0.013
H2 -1.494 2.027 1.336
H3 1.530 0.088 1.313
H4 1.242 0.517 -1.132
H5 2.060 -1.118 0.165
H6 -1.074 -1.300 -1.700

Computed properties:
Frontier orbital gap, Eh: 0.3704
Total charge: 0
HOMO level, eV: -9.09

***

Relative energies, in eV, with the most stable structure set to zero: 1 0.000; 2 0.125.